1.
Below is a cluster of 2 separate species, C2H9NO2 in total in a non-equilibrium geometry, with properties calculated with ωB97M-V/def2-TZVPD.

Element x y z (Å)
C (1.12, -0.27, 0.57)
O (2.50, -0.53, 0.78)
C (0.67, -0.15, -0.90)
N (-0.48, 0.77, -1.16)
H (0.63, -0.92, 1.12)
H (0.86, 0.67, 1.15)
H (2.88, -0.73, -0.13)
H (1.37, 0.37, -1.46)
H (0.52, -1.33, -1.06)
H (-0.88, 0.32, -1.98)
H (-0.06, 1.75, -1.20)
H (-2.69, -0.37, 2.00)
H (-3.24, 0.70, 1.00)
O (-3.21, -0.27, 1.27)

As for the SMILES: NCCO.O. The gap between HOMO and LUMO is 10.36 eV. The calculation puts the LUMO energy at 0.87 eV. Its net charge is 0. The value obtained for the max |F| is 5.1 eV/Å.

2.
Below is a cluster of 3 separate species, C30H64ClO8PS in total in a non-equilibrium geometry, with properties calculated with ωB97M-V/def2-TZVPD.

Element x y z (Å)
C (0.14, -0.64, 3.75)
C (0.88, 0.68, 3.48)
O (0.08, 1.72, 4.01)
C (0.68, 2.98, 3.77)
C (0.57, 3.44, 2.30)
O (-0.12, 4.68, 2.26)
C (-0.69, 5.12, 1.06)
C (-0.18, 4.47, -0.23)
C (1.34, 4.61, -0.54)
C (1.56, 5.20, -1.96)
Cl (2.12, 2.97, -0.58)
O (-0.54, 6.54, 1.14)
C (-0.36, 7.26, -0.06)
C (-2.26, 4.88, 1.18)
C (-2.66, 3.36, 1.10)
C (-2.96, 2.87, -0.33)
C (-4.46, 2.95, -0.70)
C (-5.21, 1.64, -0.42)
C (-5.01, 0.70, -1.63)
O (-5.98, -0.38, -1.56)
C (-5.50, -1.43, -0.82)
C (-6.14, -1.58, 0.55)
O (-4.70, -2.17, -1.21)
O (-2.91, 5.48, 0.06)
C (-3.52, 6.74, 0.27)
P (-2.92, 5.40, 2.86)
O (-2.38, 6.84, 3.34)
O (-4.53, 5.50, 2.79)
S (-2.57, 4.11, 4.28)
H (-0.62, -0.74, 2.98)
H (0.83, -1.48, 3.79)
H (-0.39, -0.50, 4.69)
H (1.04, 0.77, 2.40)
H (1.87, 0.68, 3.95)
H (0.29, 3.73, 4.45)
H (1.75, 2.90, 4.03)
H (1.60, 3.59, 1.96)
H (0.16, 2.62, 1.71)
H (-0.38, 3.40, -0.20)
H (-0.72, 4.81, -1.11)
H (1.83, 5.25, 0.19)
H (1.67, 4.36, -2.64)
H (0.74, 5.84, -2.28)
H (2.52, 5.73, -1.96)
H (-1.06, 6.99, -0.85)
H (0.66, 7.24, -0.43)
H (-0.56, 8.31, 0.17)
H (-1.99, 2.73, 1.67)
H (-3.62, 3.31, 1.62)
H (-2.68, 1.81, -0.37)
H (-2.40, 3.36, -1.11)
H (-4.89, 3.78, -0.12)
H (-4.57, 3.26, -1.74)
H (-4.71, 1.19, 0.44)
H (-6.26, 1.78, -0.20)
H (-5.09, 1.24, -2.57)
H (-4.00, 0.29, -1.55)
H (-7.16, -1.96, 0.45)
H (-6.15, -0.61, 1.03)
H (-5.60, -2.32, 1.15)
H (-2.93, 7.42, 0.88)
H (-3.58, 7.23, -0.71)
H (-4.55, 6.67, 0.62)
H (-1.43, 6.72, 3.52)
H (-4.81, 5.36, 3.71)
C (0.15, -6.80, -0.11)
C (1.32, -5.83, -0.20)
C (1.72, -5.23, 1.15)
C (0.64, -4.39, 1.83)
C (0.11, -3.22, 1.01)
C (1.18, -2.18, 0.69)
H (-0.76, -6.32, 0.26)
H (-0.07, -7.23, -1.09)
H (0.39, -7.63, 0.57)
H (1.07, -5.03, -0.91)
H (2.18, -6.35, -0.61)
H (2.62, -4.62, 1.01)
H (2.01, -6.04, 1.82)
H (1.04, -4.01, 2.78)
H (-0.21, -5.04, 2.10)
H (-0.69, -2.73, 1.58)
H (-0.34, -3.57, 0.08)
H (1.63, -1.78, 1.60)
H (0.75, -1.35, 0.13)
H (1.98, -2.60, 0.08)
C (6.00, -6.56, -1.23)
C (5.16, -5.50, -1.93)
C (4.27, -6.05, -3.03)
C (5.01, -6.70, -4.20)
C (6.01, -5.80, -4.92)
C (5.36, -4.58, -5.57)
H (6.69, -7.05, -1.93)
H (6.59, -6.12, -0.43)
H (5.37, -7.34, -0.79)
H (5.81, -4.71, -2.32)
H (4.52, -5.01, -1.18)
H (3.63, -5.25, -3.41)
H (3.59, -6.79, -2.60)
H (4.26, -7.06, -4.93)
H (5.53, -7.60, -3.85)
H (6.51, -6.39, -5.70)
H (6.79, -5.48, -4.23)
H (4.60, -4.88, -6.29)
H (6.11, -3.99, -6.09)
H (4.89, -3.93, -4.83)

As for the SMILES: CCOCCO[C@](C[C@H](C)Cl)(OC)[C@](CCCCCOC(C)=O)(OC)P(O)(O)=S.CCCCCC.CCCCCC. The gap between HOMO and LUMO is 8.99 eV. The calculation puts the LUMO energy at 0.48 eV. Its net charge is 0. The value obtained for the max |F| is 4.0 eV/Å.

3.
Below is a structure of composition C19H22Br8O5S in a non-equilibrium geometry, with properties calculated with ωB97M-V/def2-TZVPD.

Element x y z (Å)
O (7.59, -1.35, 1.64)
C (6.96, -1.25, 0.47)
O (7.34, -1.76, -0.88)
C (6.05, -2.12, -1.50)
O (5.72, -3.10, -2.35)
C (4.93, -1.09, -0.89)
O (3.58, -0.70, -1.38)
C (2.66, -1.59, -0.64)
O (3.14, -2.80, -0.26)
C (1.10, -1.28, -0.26)
C (0.12, -2.62, -0.03)
C (-1.46, -2.55, 0.39)
C (-2.16, -1.07, 0.56)
C (-1.22, 0.27, 0.34)
C (0.40, 0.19, -0.07)
C (5.51, -0.51, 0.36)
S (4.87, 0.75, 1.59)
H (0.61, -3.70, -0.16)
H (-2.02, -3.58, 0.55)
H (-3.31, -1.02, 0.88)
H (-1.77, 1.31, 0.50)
H (1.05, 1.18, -0.20)
H (6.06, 1.28, 2.18)
Br (-1.22, -4.30, -2.63)
C (-1.43, -3.28, -4.28)
C (-0.70, -1.96, -4.21)
Br (-1.69, -0.67, -3.13)
H (-2.50, -3.18, -4.46)
H (-1.00, -3.92, -5.07)
H (-0.62, -1.51, -5.20)
H (0.30, -2.05, -3.77)
Br (-1.99, 2.12, 2.16)
C (-3.10, 3.56, 2.86)
C (-4.57, 3.23, 2.72)
Br (-5.17, 3.49, 0.88)
H (-2.81, 4.48, 2.34)
H (-2.83, 3.65, 3.92)
H (-5.18, 3.92, 3.32)
H (-4.81, 2.21, 3.00)
Br (0.09, 3.07, -3.08)
C (1.42, 2.14, -4.16)
C (1.34, 2.56, -5.61)
Br (-0.17, 1.70, -6.50)
H (1.27, 1.07, -4.00)
H (2.39, 2.43, -3.73)
H (2.22, 2.22, -6.16)
H (1.22, 3.64, -5.74)
Br (-1.49, 1.62, 5.89)
C (-3.23, 1.01, 6.52)
C (-3.47, -0.44, 6.17)
Br (-3.94, -0.64, 4.29)
H (-3.97, 1.69, 6.10)
H (-3.20, 1.15, 7.61)
H (-4.33, -0.83, 6.73)
H (-2.60, -1.07, 6.35)

The gap between HOMO and LUMO is 7.02 eV. The calculation puts the LUMO energy at -1.45 eV. Its net charge is 0. The value obtained for the max |F| is 9.6 eV/Å.

4.
Below is a structure of composition C10H21Cl19HgO in a non-equilibrium geometry, with properties calculated with ωB97M-V/def2-TZVPD.

Element x y z (Å)
Hg (14.65, -21.13, 3.31)
C (14.66, -23.42, 5.89)
O (14.40, -22.02, 5.52)
H (13.70, -23.94, 5.83)
H (15.28, -23.96, 5.18)
H (15.01, -23.61, 6.91)
Cl (16.91, -22.17, 2.43)
C (17.27, -17.51, 4.68)
Cl (16.07, -18.80, 4.74)
Cl (17.92, -17.38, 3.07)
H (16.65, -16.64, 4.88)
H (18.05, -17.64, 5.44)
C (20.40, -23.94, -0.62)
Cl (21.18, -22.52, -1.31)
Cl (18.86, -24.30, -1.44)
H (21.01, -24.83, -0.69)
H (20.20, -23.65, 0.42)
C (15.29, -23.69, -2.14)
Cl (16.38, -23.03, -3.41)
Cl (14.75, -22.32, -1.10)
H (14.38, -24.06, -2.62)
H (15.71, -24.47, -1.51)
C (18.35, -20.34, -1.11)
Cl (16.91, -19.39, -1.42)
Cl (19.67, -19.32, -0.52)
H (18.13, -21.13, -0.39)
H (18.65, -20.80, -2.04)
C (12.24, -24.30, 1.07)
Cl (13.31, -23.31, 2.06)
Cl (10.73, -23.50, 0.59)
H (12.77, -24.50, 0.13)
H (12.00, -25.25, 1.56)
C (20.88, -21.37, 2.39)
Cl (21.43, -22.74, 3.40)
Cl (20.94, -19.82, 3.27)
H (21.59, -21.25, 1.58)
H (19.86, -21.67, 2.14)
C (18.38, -22.11, 5.86)
Cl (19.80, -22.87, 6.68)
Cl (17.54, -21.00, 6.95)
H (18.78, -21.67, 4.95)
H (17.66, -22.89, 5.63)
C (15.90, -25.82, 2.41)
Cl (14.52, -26.99, 2.26)
Cl (17.45, -26.53, 1.83)
H (15.70, -25.02, 1.70)
H (15.95, -25.41, 3.41)
C (13.80, -18.58, 0.25)
Cl (12.56, -19.80, 0.09)
Cl (14.94, -18.99, 1.61)
H (14.31, -18.32, -0.67)
H (13.25, -17.67, 0.50)

The gap between HOMO and LUMO is 6.85 eV. The calculation puts the LUMO energy at -2.35 eV. Its net charge is 0. The value obtained for the max |F| is 2.8 eV/Å.